[1]
# C2H7Cl3Si3

A 2-piece molecular cluster, C2H7Cl3Si3 overall at a distorted geometry (ωB97M-V/def2-TZVPD, the OMol25 dataset).

Geometry as XYZ:
```
15
Properties=species:S:1:pos:R:3:mulliken_charge:R:1
C 1.0063 1.1577 1.3391 -0.712
C 1.1290 -0.5317 -0.5796 -0.827
Si 1.5450 1.3196 -0.5360 0.250
Si 1.2549 -0.6988 1.2490 0.292
Si -2.2415 -1.1113 -0.9236 0.683
Cl -2.0260 -0.3267 0.9371 -0.171
Cl -3.7326 -0.1197 -1.8747 -0.212
Cl -2.9932 -3.0038 -0.3346 -0.276
H 1.5084 1.5622 2.2321 0.405
H -0.0732 1.5053 1.3869 0.220
H -0.9888 -1.3667 -2.0294 -0.030
H 1.1364 -1.3374 -1.2481 0.684
H 0.9182 2.5098 -1.3227 -0.108
H 2.8928 1.9619 -0.7246 -0.142
H 0.6641 -1.5204 2.4291 -0.054
```

2S+1: 1
Relative energy (zero: lowest compared OMol25 entry of this formula, charge and spin) in kcal/mol: 11.3
LUMO in eV: -0.98
HOMO level in eV: -8.68

---

[2]
# C2H7ClN4

A 2-piece molecular cluster, C2H7ClN4 overall at a distorted geometry (ωB97M-V/def2-TZVPD, the OMol25 dataset).

Geometry as XYZ:
```
14
Properties=species:S:1:pos:R:3:mulliken_charge:R:1
H -1.2242 -2.6749 1.6083 0.251
N -1.1319 -1.7157 1.1703 -0.392
N -2.0312 -1.6659 0.4083 -0.133
C -2.2494 -0.4684 -0.3475 -0.253
C -1.3578 0.4523 -0.4892 0.369
Cl -1.5961 1.9756 -1.1504 -0.182
H -3.3470 -0.2044 -0.6066 0.259
H -0.3426 0.3640 -0.2938 0.145
N 2.3100 1.2571 -0.3158 -0.509
N 1.7705 -0.0406 0.1526 -0.552
H 3.1674 1.0168 -0.8477 0.208
H 1.7386 1.9359 -0.8167 0.217
H 2.7920 -0.4629 0.3475 0.316
H 1.5017 0.2311 1.1808 0.257
```

SMILES: [H]/N=N/C=C/Cl.NN
2S+1: 1
Relative energy (zero: lowest compared OMol25 entry of this formula, charge and spin) in kcal/mol: 63.2
LUMO in eV: 0.44
HOMO level in eV: -8.58

---

[3]
# C2H7ClNO2P

A 2-piece molecular cluster, C2H7ClNO2P overall at a distorted geometry (ωB97M-V/def2-TZVPD, the OMol25 dataset).

Geometry as XYZ:
```
14
Properties=species:S:1:pos:R:3:mulliken_charge:R:1
C -0.2119 1.7715 0.2368 -0.749
C 0.3177 -1.6277 -0.0584 -0.119
N 0.9748 1.1715 -0.2655 -0.338
O -0.1811 -1.4267 1.5440 -0.603
O 1.7464 -1.3739 -0.0554 -0.182
P 2.0108 0.0471 0.6068 0.217
Cl 3.3747 0.2863 -0.7022 -0.241
H -1.0421 0.9405 0.5919 0.201
H 0.1007 2.3964 1.0825 0.328
H -0.7097 2.2785 -0.6300 0.297
H 0.2451 -2.6241 -0.3004 0.280
H -0.1304 -0.8431 -0.8855 0.264
H -0.0469 -2.3927 2.4842 0.336
H 1.5082 1.9266 -0.7413 0.308
```

2S+1: 1
Relative energy (zero: lowest compared OMol25 entry of this formula, charge and spin) in kcal/mol: 130.2
LUMO in eV: -0.25
HOMO level in eV: -8.60

---

[4]
# C2H7ClNOP

One molecule with the formula C2H7ClNOP at a distorted geometry (ωB97M-V/def2-TZVPD, the OMol25 dataset).

Geometry as XYZ:
```
13
Properties=species:S:1:pos:R:3:mulliken_charge:R:1
C -0.5434 1.4002 -1.8387 -0.639
C 1.1044 -1.5253 0.8719 -1.039
N 0.2575 0.4410 -0.9996 -0.171
O -0.0156 0.7871 1.6102 -0.439
P -0.0818 -0.2238 0.3460 0.371
Cl -1.9552 -0.9672 0.9009 -0.333
H -0.6761 2.2965 -1.2556 0.290
H -1.5067 0.8936 -2.1407 0.314
H 0.1078 1.5451 -2.6663 0.268
H 0.6023 -2.2071 1.5062 0.320
H 1.3185 -1.8882 -0.0555 0.414
H 1.7556 -0.8366 1.3990 0.331
H -0.3673 0.2848 2.3223 0.314
```

2S+1: 3
Relative energy (zero: lowest compared OMol25 entry of this formula, charge and spin) in kcal/mol: 36.0
LUMO (alpha / beta) in eV: 0.92 / -2.93
HOMO level (alpha / beta) in eV: -4.17 / -10.44

---

[5]
# C2H7ClNOPS

A 2-piece molecular cluster, C2H7ClNOPS overall at a distorted geometry (ωB97M-V/def2-TZVPD, the OMol25 dataset).

Geometry as XYZ:
```
14
Properties=species:S:1:pos:R:3:mulliken_charge:R:1
O 0.7784 3.2769 1.3674 -0.483
P -0.5142 2.8595 1.8253 0.803
S -0.9444 2.4274 3.6970 -0.278
Cl -1.9923 3.2028 0.5092 -0.131
C 0.3962 0.2462 -1.0622 -1.270
C 0.2573 0.0118 0.4550 0.654
N -0.6031 -1.1810 0.4703 -0.605
H 0.9363 1.2318 -1.2769 0.281
H 1.0104 -0.4562 -1.5375 0.347
H -0.5470 0.2861 -1.4446 0.426
H 1.2406 0.0905 0.8282 0.336
H -0.3790 0.8369 1.1196 -0.507
H -1.2870 -1.3072 -0.2318 0.189
H -0.9638 -1.3206 1.4090 0.237
```

SMILES: O=P(=S)Cl.CCN
2S+1: 1
Relative energy (zero: lowest compared OMol25 entry of this formula, charge and spin) in kcal/mol: 39.6
LUMO in eV: -1.06
HOMO level in eV: -9.43

---

[6]
# C2H7FN2S

A 2-piece molecular cluster, C2H7FN2S overall at a distorted geometry (ωB97M-V/def2-TZVPD, the OMol25 dataset).

Geometry as XYZ:
```
13
Properties=species:S:1:pos:R:3:mulliken_charge:R:1
C 0.5082 1.5765 -0.5359 -0.147
C -2.6898 -0.9414 0.6969 -0.985
N 2.8860 -1.1915 -0.7949 -0.490
N 0.7725 0.3613 -0.6882 -0.324
F 2.7189 0.7495 0.8980 -0.387
S 1.8755 -0.6312 0.1889 0.572
H -2.7112 -1.6870 -0.0072 0.294
H -0.0789 2.2641 -1.3178 0.228
H 1.0304 2.0557 0.2671 0.287
H -3.6587 -0.6691 1.1767 0.271
H -1.8148 -1.1176 1.3057 0.211
H -2.3937 -0.0623 0.1591 0.210
H 3.5556 -0.7070 -1.3484 0.262
```

2S+1: 1
Relative energy (zero: lowest compared OMol25 entry of this formula, charge and spin) in kcal/mol: 2.1
LUMO in eV: 0.12
HOMO level in eV: -10.15

---

[7]
# C2H7FeO3

C2H7FeO3 as an isolated structure at a distorted geometry (ωB97M-V/def2-TZVPD, the OMol25 dataset).

Geometry as XYZ:
```
13
Properties=species:S:1:pos:R:3:mulliken_charge:R:1
O 0.9185 0.7620 0.5167 -0.710
C 1.9520 0.0343 -0.0389 -0.076
C 1.5844 -0.5565 -1.3935 -0.415
O 2.7508 -0.6178 -2.1926 -0.496
H -2.2762 -0.7504 1.5892 0.346
H 2.2313 -0.8013 0.6328 0.250
H 2.8606 0.6549 -0.1702 0.275
H 0.8169 0.0802 -1.8703 0.238
H 1.1544 -1.5628 -1.2450 0.243
H 2.5040 -0.7278 -3.1137 0.305
Fe -0.7877 1.0726 0.5723 1.203
O -2.3299 0.1698 1.2468 -0.531
H -3.2464 0.3508 1.0066 0.368
```

Total charge: +1
2S+1: 5
Relative energy (zero: lowest compared OMol25 entry of this formula, charge and spin) in kcal/mol: 0.0
LUMO (alpha / beta) in eV: -5.10 / -6.07
HOMO level (alpha / beta) in eV: -13.44 / -13.46

---

[8]
# C2H7IN2

One molecule with the formula C2H7IN2 at a distorted geometry (ωB97M-V/def2-TZVPD, the OMol25 dataset).

Geometry as XYZ:
```
12
Properties=species:S:1:pos:R:3:mulliken_charge:R:1
C -0.2329 0.8590 -1.2896 -1.049
C -0.7465 0.3914 0.1549 -0.236
N 0.0124 -0.9724 0.3152 -0.315
N 1.3202 -0.6090 0.6211 -0.440
I -0.9514 -2.2316 1.8613 -0.035
H -0.4158 -0.1013 -1.9334 0.272
H -0.8447 1.6868 -1.5659 0.358
H 0.7051 1.2536 -1.3675 0.360
H -0.5623 1.1517 1.0168 0.324
H -1.9222 0.1298 0.0609 0.268
H 1.6223 -0.1811 1.6011 0.248
H 2.0159 -1.3770 0.5252 0.244
```

SMILES: CCN(N)I
2S+1: 1
Relative energy (zero: lowest compared OMol25 entry of this formula, charge and spin) in kcal/mol: 27.7
LUMO in eV: -0.27
HOMO level in eV: -8.88

---

[9]
# C2H7INO

A 2-piece molecular cluster, C2H7INO overall at a distorted geometry (ωB97M-V/def2-TZVPD, the OMol25 dataset).

Geometry as XYZ:
```
12
Properties=species:S:1:pos:R:3:mulliken_charge:R:1
C 0.4010 0.7944 -0.4155 -0.502
C 1.2640 -0.3277 0.1300 -0.148
N -0.9743 0.1843 -0.1495 -0.373
O 1.0433 -1.5680 -0.2882 -0.469
I 3.3887 0.0562 0.0797 0.166
H 0.3922 1.8281 0.1129 0.335
H 0.6217 0.7650 -1.5671 0.375
H 0.6497 -0.2065 1.8027 0.211
H -1.6556 0.7002 -0.6884 0.356
H -0.9193 0.1948 0.9199 0.301
H -0.9195 -0.8383 -0.5925 0.361
H 1.5528 -2.3413 -0.0624 0.386
```

Total charge: +1
2S+1: 1
Relative energy (zero: lowest compared OMol25 entry of this formula, charge and spin) in kcal/mol: 82.7
LUMO in eV: -4.27
HOMO level in eV: -13.43

---

[10]
# C2H7INO

An isolated ion of composition C2H7INO and charge +1 at a distorted geometry (ωB97M-V/def2-TZVPD, the OMol25 dataset).

Geometry as XYZ:
```
12
Properties=species:S:1:pos:R:3:mulliken_charge:R:1
C -0.3894 1.0757 -0.6826 -1.143
C 0.3239 -0.1397 -0.1511 0.089
N -0.1147 -0.5678 1.3322 -0.394
O 0.1282 -1.3061 -0.8584 -0.491
I 2.5004 0.1497 0.0664 0.212
H 0.1307 1.3319 -1.5841 0.385
H -1.3191 0.6418 -0.9621 0.414
H -0.5654 1.8898 0.0526 0.413
H -0.1750 0.4400 1.7307 0.417
H -1.0379 -0.9912 1.2128 0.348
H 0.5512 -1.3172 1.6359 0.396
H -0.0330 -1.2069 -1.7924 0.354
```

SMILES: C[C@@]([NH3+])(O)I
Total charge: +1
2S+1: 1
Relative energy (zero: lowest compared OMol25 entry of this formula, charge and spin) in kcal/mol: 16.1
LUMO in eV: -4.02
HOMO level in eV: -13.98

---

[11]
# C2H7N

One molecule with the formula C2H7N at a distorted geometry (ωB97M-V/def2-TZVPD, the OMol25 dataset).

Geometry as XYZ:
```
10
Properties=species:S:1:pos:R:3:mulliken_charge:R:1
C -0.1910 -1.2689 -0.0300 -0.833
N 0.2194 -0.0082 -0.4964 -0.321
C 0.2730 1.2094 0.2979 -0.718
H -1.1387 -1.3722 0.5806 0.255
H 0.6275 -1.5995 0.6206 0.294
H -0.1312 -1.8603 -0.9400 0.336
H -0.3830 0.1625 -1.3167 0.232
H -0.1713 1.2046 1.2602 0.286
H -0.4093 1.9702 -0.2931 0.240
H 1.3045 1.5623 0.3169 0.228
```

SMILES: CNC
2S+1: 1
Relative energy (zero: lowest compared OMol25 entry of this formula, charge and spin) in kcal/mol: 23.3
LUMO in eV: 1.17
HOMO level in eV: -8.58

---

[12]
# C2H7N

A 2-piece molecular cluster, C2H7N overall at a distorted geometry (ωB97M-V/def2-TZVPD, the OMol25 dataset).

Geometry as XYZ:
```
10
Properties=species:S:1:pos:R:3:mulliken_charge:R:1
C -0.0721 3.5616 -1.0930 -0.244
N 1.1028 3.2331 -0.7831 -0.444
H -0.8459 2.8229 -0.8606 0.226
H -0.4459 4.5880 -1.1623 0.218
H 1.7753 3.9412 -1.0965 0.244
C -0.8162 -5.5568 1.5230 -0.932
H -1.4431 -6.0910 2.2242 0.235
H -0.9183 -5.6939 0.4532 0.231
H 0.1524 -5.9980 1.7931 0.239
H -0.7607 -4.4792 1.6680 0.227
```

SMILES: C=N.C
2S+1: 1
Relative energy (zero: lowest compared OMol25 entry of this formula, charge and spin) in kcal/mol: 29.2
LUMO in eV: 1.28
HOMO level in eV: -10.07